Record 1
{
  "formula": "C14H16O",
  "method": "ωB97M-V/def2-TZVPD",
  "orbital_gap_ev": 9.09,
  "relative_energy_kcal_mol": 100.0,
  "charge": 0,
  "smiles": "Cc1ccc(O)cc1.Cc1ccccc1",
  "e_lumo_ev": 0.77,
  "elements": ["C", "C", "C", "C", "C", "C", "C", "O", "H", "H", "H", "H", "H", "H", "H", "H", "C", "C", "C", "C", "C", "C", "C", "H", "H", "H", "H", "H", "H", "H", "H"],
  "positions_angstrom": [[1.465, -1.260, 2.114], [0.593, 1.038, 2.352], [0.427, -0.316, 1.930], [-0.475, 1.876, 2.416], [-1.739, 1.497, 2.181], [-0.888, -0.661, 1.633], [-2.028, 0.181, 1.736], [-2.911, 2.141, 2.367], [1.537, 1.325, 2.935], [-0.540, 3.033, 2.801], [1.321, -2.061, 2.843], [2.443, -0.927, 2.522], [-1.066, -1.656, 1.452], [-2.845, 3.166, 2.226], [-3.058, -0.072, 1.287], [1.881, -1.541, 1.119], [2.915, -1.201, -1.610], [-0.903, -0.791, -1.992], [0.268, -1.302, -1.403], [-0.798, 0.025, -3.155], [1.530, -0.961, -1.978], [0.416, 0.102, -3.905], [1.488, -0.292, -3.200], [-1.639, -0.993, -1.265], [0.164, -1.944, -0.616], [-1.736, 0.502, -3.463], [0.405, 0.503, -4.866], [3.092, -2.177, -1.981], [3.462, -1.079, -0.482], [2.513, -0.074, -3.752], [3.723, -0.744, -2.406]],
  "nbo_charge": [-0.66, -0.18, -0.06, -0.28, 0.28, -0.20, -0.23, -0.68, 0.22, 0.20, 0.23, 0.22, 0.19, 0.48, 0.23, 0.23, -0.63, -0.23, -0.19, -0.20, -0.06, -0.22, -0.19, 0.22, 0.20, 0.21, 0.22, 0.23, 0.22, 0.19, 0.22]
}


Record 2
{
  "formula": "C14H16O",
  "method": "ωB97M-V/def2-TZVPD",
  "orbital_gap_ev": 9.23,
  "relative_energy_kcal_mol": 43.4,
  "charge": 0,
  "smiles": "Cc1ccc(O)cc1.Cc1ccccc1",
  "e_lumo_ev": 0.86,
  "elements": ["C", "C", "C", "C", "C", "C", "C", "O", "H", "H", "H", "H", "H", "H", "H", "H", "C", "C", "C", "C", "C", "C", "C", "H", "H", "H", "H", "H", "H", "H", "H"],
  "positions_angstrom": [[0.515, 2.524, -1.299], [0.425, -1.023, -2.509], [0.412, 0.086, -1.665], [0.867, -0.913, -3.798], [0.801, 1.326, -2.184], [1.414, 0.297, -4.301], [1.366, 1.385, -3.445], [0.589, -1.771, -4.857], [0.102, -1.911, -1.985], [-0.191, 0.020, -0.776], [0.768, -2.701, -4.685], [1.804, 0.344, -5.301], [0.754, 3.385, -1.895], [1.070, 2.484, -0.349], [1.850, 2.311, -3.745], [-0.563, 2.586, -1.008], [-1.728, 1.216, 3.781], [0.020, 0.207, 2.337], [-1.012, -0.018, 3.235], [0.482, -0.964, 1.661], [-1.617, -1.251, 3.459], [-0.011, -2.183, 2.016], [-0.927, -2.390, 3.051], [0.703, 1.042, 2.302], [1.482, -0.908, 1.235], [-2.647, 1.492, 3.259], [-1.042, 2.063, 3.897], [-2.474, -1.226, 4.130], [0.260, -3.084, 1.476], [-1.187, -3.411, 3.240], [-2.286, 0.986, 4.724]],
  "nbo_charge": [-0.62, -0.29, -0.18, 0.28, -0.04, -0.24, -0.21, -0.70, 0.22, 0.22, 0.48, 0.23, 0.21, 0.22, 0.21, 0.22, -0.64, -0.22, -0.02, -0.22, -0.21, -0.23, -0.19, 0.22, 0.22, 0.22, 0.22, 0.21, 0.21, 0.21, 0.21]
}


Record 3
{
  "formula": "C14H17BI2O6Tl",
  "method": "ωB97M-V/def2-TZVPD",
  "orbital_gap_ev": 2.32,
  "charge": 3,
  "e_lumo_ev": -14.44,
  "elements": ["C", "C", "O", "B", "O", "C", "C", "C", "C", "C", "I", "C", "O", "C", "I", "C", "C", "C", "O", "C", "O", "C", "O", "H", "H", "H", "H", "H", "H", "H", "H", "H", "H", "H", "H", "H", "H", "H", "H", "H", "Tl"],
  "positions_angstrom": [[-2.573, 2.270, 2.335], [-3.000, 2.669, 0.923], [-1.946, 2.632, -0.033], [-1.526, 1.667, -0.899], [-1.883, 1.668, -2.203], [-0.474, 0.518, -0.489], [-0.649, -0.809, -0.774], [-1.850, -1.385, -1.413], [-1.553, -1.646, -2.954], [-1.619, -3.141, -3.284], [-1.963, -3.219, -5.361], [0.459, -1.775, -0.495], [0.564, -2.808, -1.083], [1.434, -1.379, 0.573], [2.442, -2.872, 1.419], [1.608, -0.032, 0.905], [2.572, 0.462, 1.878], [4.010, 0.474, 1.201], [4.859, -0.240, 2.042], [5.879, -0.985, 1.476], [6.571, -1.668, 2.148], [0.781, 0.970, 0.150], [1.162, 2.105, 0.091], [-3.294, 2.704, 3.057], [-2.587, 1.185, 2.467], [-1.561, 2.610, 2.558], [-3.826, 2.036, 0.589], [-3.351, 3.700, 0.936], [-2.769, 1.999, -2.394], [-2.736, -0.769, -1.286], [-2.063, -2.353, -0.953], [-2.290, -1.080, -3.533], [-0.562, -1.275, -3.217], [-0.693, -3.671, -3.088], [-2.453, -3.650, -2.809], [2.597, -0.195, 2.748], [2.338, 1.474, 2.196], [4.297, 1.518, 1.055], [3.990, 0.008, 0.207], [5.973, -0.883, 0.382], [-4.316, 3.164, 4.935]],
  "nbo_charge": [-0.60, -0.05, -0.70, 1.15, -0.87, -0.27, 0.06, -0.44, -0.41, -0.54, 0.62, 0.44, -0.44, -0.26, 0.77, 0.13, -0.52, -0.03, -0.48, 0.62, -0.43, 0.51, -0.42, 0.10, 0.22, 0.24, 0.18, 0.21, 0.52, 0.25, 0.26, 0.26, 0.24, 0.26, 0.25, 0.29, 0.28, 0.25, 0.18, 0.13, 1.01]
}


Record 4
{
  "formula": "C14H17BrCl24FIN2O4PS",
  "method": "ωB97M-V/def2-TZVPD",
  "orbital_gap_ev": 7.40,
  "charge": 1,
  "e_lumo_ev": -4.63,
  "elements": ["C", "P", "O", "N", "C", "Br", "C", "S", "O", "O", "F", "N", "I", "C", "C", "C", "O", "H", "H", "H", "H", "H", "H", "H", "H", "H", "C", "Cl", "Cl", "Cl", "H", "C", "Cl", "Cl", "Cl", "H", "C", "Cl", "Cl", "Cl", "H", "C", "Cl", "Cl", "Cl", "H", "C", "Cl", "Cl", "Cl", "H", "C", "Cl", "Cl", "Cl", "H", "C", "Cl", "Cl", "Cl", "H", "C", "Cl", "Cl", "Cl", "H"],
  "positions_angstrom": [[0.190, 5.722, 0.393], [1.435, 4.359, 0.035], [2.857, 5.202, -0.367], [0.917, 3.404, -1.400], [0.887, 3.926, -2.724], [1.375, 5.680, -3.364], [0.381, 2.869, -3.562], [0.046, 2.859, -5.361], [0.945, 1.958, -6.056], [0.206, 4.206, -5.850], [-1.509, 2.373, -5.563], [0.129, 1.744, -2.728], [-0.647, -0.033, -3.441], [0.458, 2.073, -1.437], [0.330, 1.193, -0.167], [1.317, -0.052, -0.113], [1.844, -0.459, -1.377], [-0.016, 5.738, 1.501], [-0.788, 5.593, -0.138], [0.616, 6.716, 0.063], [3.101, 4.849, -1.250], [0.575, 1.847, 0.722], [-0.753, 0.903, -0.043], [0.732, -0.902, 0.339], [2.201, 0.122, 0.566], [2.425, 0.218, -1.761], [-0.274, -2.704, 3.517], [1.485, -2.549, 3.591], [-1.025, -1.968, 4.936], [-0.898, -1.974, 2.031], [-0.524, -3.761, 3.508], [-2.701, -4.071, -0.766], [-4.134, -3.048, -0.866], [-1.236, -3.082, -0.882], [-2.705, -5.006, 0.731], [-2.713, -4.764, -1.601], [-3.681, 4.778, 0.442], [-4.035, 4.444, -1.258], [-2.234, 3.896, 0.960], [-3.480, 6.512, 0.705], [-4.518, 4.438, 1.038], [5.150, 1.641, 1.431], [5.883, 2.979, 2.316], [4.644, 0.359, 2.538], [3.769, 2.213, 0.476], [5.892, 1.232, 0.753], [-5.577, 0.513, 0.881], [-5.926, 0.182, -0.819], [-4.122, -0.342, 1.398], [-5.384, 2.248, 1.149], [-6.414, 0.163, 1.476], [-0.429, -8.731, 0.879], [0.302, -7.406, 1.796], [-0.945, -10.026, 1.963], [-1.792, -8.144, -0.081], [0.318, -9.130, 0.202], [0.447, -9.549, -3.484], [-0.996, -8.529, -3.562], [1.911, -8.567, -3.606], [0.461, -10.505, -1.996], [0.424, -10.234, -4.325], [3.073, 3.239, 5.589], [2.720, 2.847, 3.900], [4.558, 2.439, 6.112], [3.198, 4.987, 5.808], [2.255, 2.875, 6.202]],
  "nbo_charge": [-0.99, 1.24, -0.93, -0.65, 0.09, 0.24, -0.22, 2.33, -0.84, -0.85, -0.45, -0.49, 0.57, 0.50, -0.53, -0.08, -0.72, 0.28, 0.26, 0.26, 0.49, 0.28, 0.27, 0.22, 0.21, 0.47, -0.28, 0.02, 0.03, 0.00, 0.24, -0.28, 0.02, -0.01, 0.04, 0.23, -0.28, 0.03, -0.01, 0.04, 0.23, -0.28, 0.05, 0.03, -0.03, 0.24, -0.28, 0.03, 0.02, -0.01, 0.24, -0.28, 0.00, 0.03, 0.01, 0.24, -0.28, 0.02, 0.02, 0.01, 0.24, -0.28, -0.01, 0.03, 0.03, 0.23]
}


Record 5
{
  "formula": "C14H17BrCl2IO3Sb",
  "method": "ωB97M-V/def2-TZVPD",
  "orbital_gap_ev": 5.81,
  "charge": -2,
  "e_lumo_ev": 4.61,
  "elements": ["C", "C", "C", "Cl", "Sb", "Br", "I", "C", "C", "O", "Cl", "C", "C", "C", "C", "C", "C", "C", "C", "C", "O", "O", "H", "H", "H", "H", "H", "H", "H", "H", "H", "H", "H", "H", "H", "H", "H", "H", "H"],
  "positions_angstrom": [[2.427, 3.497, 1.682], [1.056, 2.537, 1.636], [0.703, 2.348, 0.051], [0.806, 4.048, -0.766], [-1.208, 1.349, -0.411], [-3.487, 0.287, -1.096], [-2.667, 2.941, 1.367], [-0.084, 0.100, -1.894], [-1.077, -0.782, -2.888], [-1.332, -2.100, -2.729], [-1.911, -0.004, -4.394], [-1.033, -0.140, 1.201], [-0.739, -1.682, 0.732], [-2.060, -2.632, 0.360], [-1.741, -4.205, -0.063], [-0.241, -4.877, -0.137], [1.060, -3.940, 0.224], [0.771, -2.383, 0.645], [2.030, -1.352, 1.032], [-1.566, 2.941, -1.940], [-1.106, 2.929, -3.193], [-2.372, 4.146, -1.553], [2.181, 4.639, 1.749], [3.071, 3.205, 0.722], [3.072, 3.098, 2.603], [0.258, 3.123, 2.264], [1.393, 1.531, 2.183], [1.568, 1.715, -0.447], [0.790, -0.520, -1.424], [0.440, 0.895, -2.615], [-2.087, -0.165, 1.762], [-0.247, 0.108, 2.049], [-3.181, -2.225, 0.425], [-2.672, -4.907, -0.296], [-0.041, -6.017, -0.422], [2.186, -4.330, 0.234], [2.016, -1.037, 2.173], [1.946, -0.326, 0.429], [3.074, -1.812, 0.743]],
  "nbo_charge": [-0.64, -0.46, -0.58, -0.08, 1.59, -0.52, -0.43, -0.94, 0.57, -0.60, -0.10, -0.88, 0.01, -0.20, -0.23, -0.27, -0.27, -0.04, -0.67, 0.46, -0.74, -0.83, 0.22, 0.21, 0.18, 0.25, 0.20, 0.20, 0.24, 0.28, 0.27, 0.24, 0.27, 0.21, 0.21, 0.22, 0.22, 0.23, 0.21]
}


Record 6
{
  "formula": "C14H17BrN4O3S",
  "method": "ωB97M-V/def2-TZVPD",
  "orbital_gap_ev": 8.43,
  "charge": 0,
  "smiles": "CCOC(=O)N1CCN(C(=S)NC(=O)c2cncc(Br)c2)CC1",
  "e_lumo_ev": -0.20,
  "elements": ["C", "C", "H", "H", "O", "C", "O", "N", "C", "H", "H", "C", "N", "C", "S", "N", "C", "O", "C", "C", "C", "C", "N", "C", "H", "H", "Br", "H", "H", "C", "H", "C", "H", "H", "H", "H", "H", "H", "H", "H"],
  "positions_angstrom": [[3.175, -2.377, 4.637], [3.389, -2.587, 3.145], [3.344, -3.654, 2.905], [4.346, -2.172, 2.821], [2.411, -1.895, 2.370], [1.218, -2.516, 2.242], [0.977, -3.622, 2.662], [0.307, -1.739, 1.601], [0.614, -0.495, 0.937], [1.602, -0.154, 1.239], [-0.134, 0.254, 1.215], [0.564, -0.701, -0.583], [-0.719, -1.254, -0.961], [-1.563, -0.738, -1.853], [-2.842, -1.549, -2.509], [-1.362, 0.575, -2.316], [-1.308, 1.698, -1.529], [-1.085, 1.682, -0.339], [-1.513, 2.971, -2.279], [-0.838, 4.107, -1.834], [-1.033, 5.297, -2.511], [-1.897, 5.325, -3.601], [-2.560, 4.257, -3.994], [-2.385, 3.114, -3.358], [-2.997, 2.297, -3.719], [-2.066, 6.233, -4.164], [-0.131, 6.873, -1.965], [-0.182, 4.039, -0.978], [-1.745, 0.703, -3.246], [-1.000, -2.513, -0.303], [-1.980, -2.871, -0.621], [-0.965, -2.303, 1.214], [-1.091, -3.254, 1.732], [-1.762, -1.612, 1.508], [-0.240, -3.247, -0.591], [0.746, 0.239, -1.098], [1.338, -1.422, -0.874], [3.973, -2.861, 5.191], [2.224, -2.811, 4.936], [3.170, -1.315, 4.872]],
  "nbo_charge": [-0.64, -0.07, 0.20, 0.19, -0.53, 0.89, -0.66, -0.45, -0.23, 0.24, 0.23, -0.22, -0.39, 0.29, -0.21, -0.65, 0.67, -0.60, -0.17, -0.15, -0.13, 0.03, -0.39, 0.05, 0.20, 0.21, 0.08, 0.25, 0.43, -0.24, 0.26, -0.23, 0.25, 0.20, 0.20, 0.23, 0.20, 0.22, 0.23, 0.21]
}